No. 1
Formula: C18H41Br6IN3P
Source: OMol25
Level of theory: ωB97M-V with the def2-TZVPD basis set

SMILES = CCP(N)(CCCCN)(C[C@H](C)I)N=C(C)C.BrCCBr.BrCCBr.BrCCBr
highest occupied orbital energy = -7.8 eV
LUMO energy = 0.404 eV
gap between HOMO and LUMO = 8.176 eV

The geometry in ORCA input format:
```
! wB97M-V def2-TZVPD RIJCOSX def2/J DEFGRID3
* xyz 0 1
C 2.66603 3.34414 1.01700
C 1.33078 2.60772 0.78744
P 1.46522 1.09215 -0.27035
N 2.00563 0.07801 1.14234
C -0.07181 0.09210 -0.27551
C -1.16677 0.30287 -1.31697
C -2.05862 1.53811 -1.08127
C -3.48103 1.21393 -0.58680
N -3.69466 1.65029 0.80198
C 3.01789 0.54069 -1.14648
C 3.57493 -0.88602 -1.12034
C 2.56662 -2.01926 -1.13408
I 5.05811 -1.21618 0.41186
N 0.96665 2.09219 -1.71487
C 1.24542 3.20621 -2.22611
C 2.63928 3.81799 -2.32776
C 0.17123 4.05859 -2.86878
H 2.96641 3.28479 2.06252
H 2.57450 4.40302 0.77591
H 3.48875 2.95625 0.41603
H 0.98906 2.21955 1.74713
H 0.54633 3.26906 0.42434
H 2.81656 0.42437 1.64235
H 1.25916 -0.08293 1.80768
H 0.24531 -0.94980 -0.29324
H -0.49810 0.28244 0.71700
H -1.81440 -0.57943 -1.24842
H -0.75483 0.28787 -2.32542
H -1.58117 2.17236 -0.33023
H -2.12810 2.11268 -2.00425
H -4.20208 1.68100 -1.26945
H -3.67795 0.14056 -0.62592
H -4.57998 1.28400 1.13546
H -3.78969 2.65926 0.83506
H 3.79574 1.22844 -0.80241
H 2.85742 0.78397 -2.19990
H 4.19392 -0.97695 -2.01340
H 3.05680 -2.95442 -1.41085
H 2.12072 -2.15492 -0.15077
H 1.78685 -1.80639 -1.87094
H 2.75429 4.31193 -3.29488
H 2.80072 4.58173 -1.56397
H 3.41222 3.05768 -2.24419
H 0.45533 4.39689 -3.86794
H -0.77080 3.51810 -2.91456
H 0.04273 4.96263 -2.26330
Br 7.53300 -4.71815 -1.80328
C 5.60076 -4.55106 -1.80892
C 5.00424 -4.80783 -3.16820
Br 5.29186 -3.31263 -4.37614
H 5.37943 -3.54545 -1.46564
H 5.23256 -5.27962 -1.09019
H 3.92491 -4.91811 -3.08699
H 5.42758 -5.68450 -3.64838
Br -3.86130 -0.24829 5.60230
C -3.51722 -0.44152 3.69937
C -2.15261 -1.00558 3.41630
Br -0.76676 0.32903 3.67207
H -3.63752 0.53934 3.25190
H -4.27934 -1.12262 3.32868
H -2.08896 -1.30164 2.37059
H -1.90457 -1.84864 4.05348
Br -5.24982 -3.68608 4.20647
C -6.97509 -2.92994 3.74430
C -7.29183 -3.10369 2.28138
Br -6.24658 -1.89912 1.16732
H -6.93668 -1.88170 4.02774
H -7.70776 -3.44762 4.35868
H -8.33416 -2.86161 2.08819
H -7.07556 -4.10867 1.93325
*
```

No. 2
Formula: C18H41ErOP3S
Source: OMol25
Level of theory: ωB97M-V with the def2-TZVPD basis set

highest occupied orbital energy (spin up / spin down) = -16.7 / -16.7 eV
LUMO energy (spin up / spin down) = -11.427 / -11.334 eV
gap between HOMO and LUMO (spin up / spin down) = 5.309 / 5.402 eV

The geometry in ORCA input format:
```
! wB97M-V def2-TZVPD RIJCOSX def2/J DEFGRID3
* xyz 3 4
Er -0.58459 0.45594 -1.00715
P -0.10571 0.42777 1.91868
P -0.64007 -2.46066 -0.60997
P -3.06440 0.22647 0.20841
H 1.17708 2.23240 -2.69313
C 0.38924 2.58931 -1.99678
C 0.46567 2.68664 -0.61882
H 1.36532 2.59844 -0.00187
C 1.61713 0.60742 2.56340
C -0.54576 -0.97519 3.02589
C -0.78384 1.84513 2.86664
C -0.95161 -3.19721 -2.26151
C 0.81851 -3.48721 -0.10742
C -1.89971 -3.37737 0.35815
C -3.65975 1.95933 0.31797
C -3.75379 -0.54200 1.70735
C -4.09346 -0.55952 -1.09916
H -0.37884 3.17812 -2.49615
H -0.31352 3.32836 -0.12918
H 2.15702 1.38206 2.00420
H 2.16163 -0.34776 2.50765
H 1.55060 0.91267 3.61506
H 0.06097 -1.85738 2.77429
H -1.60811 -1.24239 2.96208
H -0.31772 -0.67943 4.05617
H -0.40868 2.78763 2.42114
H -0.40916 1.76914 3.88671
H -1.88483 1.85810 2.86600
H -1.03512 -4.28844 -2.17004
H -0.12955 -2.95781 -2.94133
H -1.88092 -2.79955 -2.67567
H 0.64583 -4.53960 -0.37890
H 0.97307 -3.43094 0.98759
H 1.73068 -3.13888 -0.61335
H -1.76561 -4.45550 0.17720
H -2.90660 -3.09439 0.04710
H -1.77981 -3.18712 1.42722
H -4.74182 2.01682 0.13120
H -3.16565 2.59220 -0.43097
H -3.43623 2.39265 1.30078
H -4.85381 -0.46115 1.72199
H -3.37779 -0.07119 2.61638
H -3.49747 -1.60268 1.74951
H -5.10908 -0.11172 -1.09742
H -4.17664 -1.64753 -0.95598
H -3.68621 -0.37806 -2.09313
C -3.51097 2.88330 -4.16658
C -4.26255 2.29239 -5.20962
C -4.89896 3.10063 -6.16264
C -4.76729 4.50583 -6.13997
C -4.00394 5.09288 -5.11250
C -3.36992 4.30368 -4.14591
S -2.81499 1.80767 -2.90802
H -1.47264 1.44898 -3.06830
H -4.37928 1.22343 -5.28142
H -5.52765 2.65084 -6.95907
H -5.23540 5.15410 -6.90668
H -3.88956 6.17914 -5.07270
H -2.75046 4.75739 -3.35507
C 2.71142 -0.68593 -0.26810
O 1.53393 -0.19346 -1.01118
H 3.11457 0.16525 0.28036
H 3.43544 -1.04516 -1.01176
H 2.37698 -1.48826 0.39303
H 1.76608 0.65857 -1.42209
*
```

No. 3
Formula: C18H41F2N2O7
Source: OMol25
Level of theory: ωB97M-V with the def2-TZVPD basis set

highest occupied orbital energy = -11.8 eV
LUMO energy = -3.195 eV
gap between HOMO and LUMO = 8.633 eV

The geometry in ORCA input format:
```
! wB97M-V def2-TZVPD RIJCOSX def2/J DEFGRID3
* xyz 1 1
O 3.65476 -0.07301 1.04254
C 3.36268 -0.80303 1.87840
F 3.12164 -0.31789 3.11650
N 3.25363 -2.23560 1.79440
C 4.53904 -2.88363 1.79246
O 4.92504 -3.43165 2.72042
F 5.26932 -2.83437 0.67551
C 2.36975 -2.68644 0.68148
C 1.69606 -4.03252 1.15319
N 0.66836 -3.82175 2.23075
C 0.15679 -2.39647 2.25767
C 0.12561 -1.94712 0.76719
O 1.44428 -1.71704 0.26716
H 2.98076 -2.95659 -0.21008
H 2.48794 -4.68740 1.56529
H 1.21612 -4.52537 0.28708
H -0.15154 -4.39036 1.98125
H 0.97248 -4.15737 3.14864
H -0.82479 -2.31082 2.75307
H 0.93236 -1.83581 2.81890
H -0.40631 -2.68514 0.13225
H -0.41898 -0.98837 0.73608
C 6.13847 -4.00993 -3.27148
C 5.41071 -2.76189 -3.74625
C 6.37772 -1.61171 -3.97549
O 4.43322 -2.37863 -2.77477
H 6.64657 -3.82430 -2.32007
H 5.43152 -4.82473 -3.10163
H 6.87901 -4.33800 -4.00257
H 4.87374 -2.97973 -4.67088
H 6.89344 -1.34748 -3.04741
H 5.84150 -0.72070 -4.30631
H 7.12538 -1.86830 -4.72776
H 4.89676 -2.18157 -1.95180
C -4.32857 0.04257 2.86636
C -4.22357 -1.42762 3.23647
C -4.99256 -1.73557 4.51012
O -2.84258 -1.77984 3.41358
H -3.90616 0.67253 3.65490
H -3.76336 0.25067 1.95516
H -5.36685 0.33542 2.70649
H -4.60745 -2.03975 2.41888
H -4.59222 -1.16476 5.35308
H -4.90001 -2.79203 4.76875
H -6.05055 -1.49546 4.39900
H -2.49212 -1.24368 4.13621
C -2.91538 2.20538 -1.16979
C -1.80757 1.22021 -0.83847
C -0.46058 1.71108 -1.34770
O -2.10381 -0.05279 -1.42327
H -3.01096 2.33392 -2.25118
H -3.87724 1.83548 -0.80774
H -2.72549 3.17978 -0.72174
H -1.75981 1.07219 0.24463
H -0.47467 1.82173 -2.43514
H 0.32695 0.99052 -1.11177
H -0.19730 2.67269 -0.90367
H -2.14908 0.06403 -2.37970
C -3.05106 7.31466 -2.91717
C -3.57487 6.52884 -1.72556
C -3.64538 7.39667 -0.47887
O -2.72318 5.40680 -1.48044
H -2.03838 7.68127 -2.72513
H -2.99656 6.67792 -3.80199
H -3.69327 8.16826 -3.14073
H -4.56628 6.13341 -1.95390
H -2.65222 7.76599 -0.20670
H -4.01365 6.81810 0.37047
H -4.30521 8.25271 -0.63003
H -1.84205 5.74343 -1.27712
*
```

Number 1: total energy -16957.798815 hartree. Number 2: total energy -3221.982338 hartree. Number 3: total energy -1546.084289 hartree.